(1)
{
  "formula": "C4H5NO2",
  "method": "ωB97M-V/def2-TZVPD",
  "de_lowest_ev": 4.792,
  "total_charge": 0,
  "e_lumo_ev": 0.63,
  "orbital_gap_ha": 0.306,
  "e_homo_ev": -7.708,
  "energy_ev": -9809.5225,
  "elements": ["O", "C", "N", "C", "C", "O", "C", "H", "H", "H", "H", "H"],
  "xyz": [[1.860, -1.983, 1.238], [0.783, -0.490, 0.828], [-0.526, -0.509, 0.697], [-1.143, -0.001, -0.510], [-0.686, 1.429, -0.782], [0.069, 2.027, -0.057], [2.006, -0.900, 0.551], [-1.012, -0.245, 1.546], [-2.233, 0.002, -0.386], [-0.914, -0.628, -1.380], [-1.088, 1.896, -1.703], [2.885, -0.599, -0.041]],
  "atomic_forces_ev_per_a": [[0.85, -0.76, -0.46], [-0.15, 0.75, 0.12], [0.30, 0.31, 0.26], [-0.08, -0.02, -0.11], [0.21, 0.17, 0.17], [-0.36, -0.31, -0.46], [-0.32, -0.40, 0.19], [-0.18, 0.13, -0.11], [0.10, -0.02, -0.09], [0.07, 0.05, 0.11], [-0.02, -0.03, 0.06], [-0.42, 0.11, 0.32]]
}

***

(2)
{
  "formula": "C11H11ClOS",
  "method": "ωB97M-V/def2-TZVPD",
  "smiles": "CC/C(=C/OC=S)c1ccc(Cl)cc1",
  "de_lowest_ev": 0.942,
  "total_charge": 0,
  "e_lumo_ev": 0.28,
  "orbital_gap_ha": 0.333,
  "e_homo_ev": -8.777,
  "energy_ev": -36987.7824,
  "elements": ["C", "C", "C", "C", "C", "C", "C", "C", "C", "C", "C", "O", "S", "Cl", "H", "H", "H", "H", "H", "H", "H", "H", "H", "H", "H"],
  "xyz": [[-0.825, -1.036, -1.140], [1.390, -1.442, -0.214], [-0.505, -1.803, -2.265], [1.658, -2.312, -1.274], [0.104, -0.851, -0.089], [0.688, -2.462, -2.247], [-0.085, -0.408, 2.301], [0.074, -2.784, 2.221], [0.312, 2.042, -0.387], [-0.694, 1.310, 0.498], [-0.212, -0.002, 1.043], [0.405, -1.630, 2.819], [0.686, -4.224, 2.500], [1.040, -3.375, -3.706], [-1.856, -0.510, -1.154], [2.121, -1.281, 0.447], [-1.075, -1.997, -3.067], [2.516, -2.890, -1.519], [-0.362, 0.227, 3.056], [-0.648, -2.784, 1.501], [0.539, 1.447, -1.193], [-0.192, 2.858, -0.694], [1.114, 2.162, 0.269], [-1.075, 1.780, 1.354], [-1.577, 1.165, -0.007]],
  "atomic_forces_ev_per_a": [[-1.31, 0.79, -0.31], [-3.09, -1.23, -2.88], [1.49, 0.66, 3.66], [-1.24, 0.41, -0.52], [1.07, -1.71, -1.68], [0.69, -0.10, -0.81], [0.27, -0.84, -1.17], [1.28, 0.07, 1.23], [-1.14, -2.17, 2.94], [0.95, -0.62, 1.66], [0.19, -0.92, -1.03], [-0.25, 0.44, -0.70], [0.79, -0.64, 0.70], [0.21, -0.20, 0.28], [1.90, -0.98, 0.30], [2.48, 0.72, 2.76], [-2.50, -0.12, -2.49], [1.12, 0.03, 0.72], [-0.40, 1.32, 2.01], [-2.15, 0.96, -1.84], [0.79, -1.33, -1.88], [-0.94, 3.29, -1.06], [1.80, 0.97, 0.40], [0.02, 1.95, 1.30], [-2.03, -0.74, -1.59]]
}

***

(3)
{
  "formula": "C34H32N9OReS",
  "method": "ωB97M-V/def2-TZVPD",
  "spin_multiplicity": 2,
  "de_lowest_ev": 3.770,
  "total_charge": 3,
  "e_lumo_ev": [-10.56, -11.73],
  "orbital_gap_ha": [0.171, 0.128],
  "e_homo_ev": [-15.223, -15.222],
  "energy_ev": -64171.5415,
  "elements": ["Re", "C", "C", "C", "C", "C", "C", "C", "C", "C", "H", "H", "H", "H", "H", "H", "H", "H", "H", "H", "H", "H", "C", "N", "C", "N", "C", "N", "C", "C", "C", "C", "C", "C", "C", "N", "N", "C", "O", "C", "C", "C", "C", "C", "C", "N", "C", "N", "C", "N", "C", "H", "H", "H", "H", "H", "H", "H", "H", "H", "H", "H", "H", "H", "H", "H", "H", "S", "C", "C", "C", "C", "C", "N", "H", "H", "H", "H"],
  "xyz": [[-0.404, 0.978, -1.982], [0.891, 3.294, 0.803], [-0.346, 2.952, 0.003], [-0.040, 3.097, -1.458], [-0.901, 3.101, -2.577], [-0.533, 3.809, -3.849], [-2.145, 2.402, -2.526], [-2.732, 1.794, -1.442], [-3.996, 0.998, -1.588], [-2.306, 2.038, -0.017], [1.024, 4.378, 0.742], [1.769, 2.829, 0.354], [0.858, 3.033, 1.858], [0.928, 3.556, -1.630], [-1.060, 4.765, -3.883], [-0.826, 3.238, -4.730], [0.535, 4.010, -3.899], [-2.625, 2.239, -3.485], [-4.805, 1.533, -1.083], [-3.927, 0.019, -1.108], [-4.283, 0.870, -2.629], [-3.041, 1.577, 0.642], [-0.396, -4.457, -0.272], [-0.113, -3.185, -0.977], [-0.691, -2.007, -0.857], [-0.022, -1.106, -1.599], [0.995, -1.858, -2.153], [0.959, -3.103, -1.791], [0.747, -4.791, 0.653], [1.432, -5.993, 0.551], [2.504, -6.253, 1.399], [2.916, -5.309, 2.324], [2.232, -4.100, 2.419], [1.142, -3.856, 1.596], [2.673, -3.050, 3.335], [3.746, -2.952, 4.035], [3.701, -1.702, 4.654], [2.607, -1.156, 4.277], [1.883, -1.947, 3.440], [2.053, 0.171, 4.542], [2.826, 1.218, 5.038], [2.262, 2.478, 5.188], [0.941, 2.715, 4.820], [0.167, 1.663, 4.344], [-1.249, 1.857, 3.893], [-1.293, 2.062, 2.381], [-0.789, 1.153, 1.547], [-0.914, 1.435, 0.185], [-1.754, 3.375, 0.524], [-1.752, 3.216, 1.970], [0.717, 0.392, 4.238], [-0.538, -5.223, -1.031], [-1.336, -4.310, 0.260], [-1.576, -1.829, -0.268], [1.755, -1.455, -2.799], [1.138, -6.730, -0.187], [3.030, -7.194, 1.323], [3.764, -5.495, 2.970], [0.612, -2.913, 1.685], [3.860, 1.039, 5.301], [2.858, 3.285, 5.589], [0.516, 3.706, 4.934], [-1.737, 2.742, 4.292], [-1.861, 0.976, 4.088], [-0.277, 0.285, 1.942], [-2.175, 4.340, 0.263], [0.101, -0.455, 3.955], [1.389, 1.165, -3.407], [0.322, 0.385, -4.568], [0.477, -0.028, -5.873], [-0.635, -0.593, -6.484], [-1.835, -0.724, -5.785], [-1.913, -0.281, -4.482], [-0.841, 0.274, -3.897], [1.421, 0.092, -6.387], [-0.570, -0.935, -7.509], [-2.701, -1.173, -6.251], [-2.813, -0.373, -3.889]],
  "atomic_forces_ev_per_a": [[-0.30, -0.32, 0.38], [-0.01, 0.08, 0.01], [0.05, 0.21, 0.04], [-0.01, -0.29, -0.10], [-0.44, 0.35, 0.13], [0.07, -0.11, 0.00], [-0.07, 0.50, -0.31], [0.50, -0.27, 0.11], [-0.01, 0.06, 0.07], [-0.03, 0.10, 0.04], [0.01, -0.01, -0.02], [-0.01, -0.02, 0.01], [-0.01, 0.02, 0.00], [0.02, -0.05, -0.05], [0.00, 0.00, 0.01], [-0.02, 0.00, 0.00], [0.02, 0.01, 0.00], [-0.03, 0.10, -0.02], [-0.02, 0.00, -0.03], [0.02, 0.00, -0.01], [0.00, 0.00, 0.00], [0.00, 0.00, 0.01], [-0.01, 0.02, -0.01], [0.05, -0.10, 0.00], [0.03, 0.07, 0.01], [-0.20, 0.01, 0.12], [-0.05, 0.01, -0.06], [-0.03, 0.02, 0.04], [0.01, 0.04, 0.00], [0.00, -0.02, 0.01], [0.01, 0.00, 0.01], [0.01, -0.03, 0.00], [0.03, 0.04, 0.04], [-0.02, 0.01, -0.01], [-0.08, -0.09, -0.05], [0.03, 0.15, 0.08], [0.07, -0.17, -0.06], [-0.09, 0.09, 0.04], [0.05, 0.02, -0.03], [0.04, -0.03, 0.01], [0.01, -0.02, -0.01], [-0.01, 0.02, 0.01], [0.05, 0.01, 0.02], [-0.04, -0.05, -0.04], [0.03, -0.04, 0.01], [0.02, 0.00, 0.08], [-0.09, -0.04, -0.14], [0.33, -0.12, -0.02], [0.03, -0.23, -0.08], [-0.09, 0.01, 0.02], [-0.05, -0.01, 0.00], [0.00, 0.01, -0.02], [-0.01, 0.00, 0.00], [0.01, 0.00, 0.00], [0.00, -0.01, 0.01], [0.00, 0.00, 0.00], [0.00, 0.00, 0.00], [0.00, 0.00, 0.00], [0.00, -0.01, 0.00], [0.00, 0.00, 0.00], [0.00, 0.00, 0.00], [0.00, 0.00, 0.00], [0.03, 0.02, 0.00], [-0.05, 0.03, -0.01], [0.03, 0.02, 0.02], [-0.01, 0.01, 0.00], [-0.01, 0.02, -0.01], [-0.04, 0.27, 0.00], [-0.13, -0.09, 0.09], [-0.01, -0.02, -0.06], [-0.01, 0.00, 0.01], [0.05, -0.01, -0.06], [0.08, 0.02, 0.02], [0.30, -0.21, -0.21], [0.00, 0.00, -0.01], [0.01, 0.00, 0.01], [0.00, 0.00, 0.00], [0.00, 0.00, -0.01]]
}

***

(4)
{
  "formula": "C7H15N3OS",
  "method": "ωB97M-V/def2-TZVPD",
  "de_lowest_ev": 2.764,
  "total_charge": 0,
  "e_lumo_ev": -0.47,
  "orbital_gap_ha": 0.287,
  "e_homo_ev": -8.267,
  "energy_ev": -24850.7629,
  "elements": ["C", "C", "C", "C", "C", "C", "C", "N", "N", "N", "O", "S", "H", "H", "H", "H", "H", "H", "H", "H", "H", "H", "H", "H", "H", "H", "H"],
  "xyz": [[0.954, 0.306, -1.589], [0.684, 3.028, -0.304], [2.742, 1.584, 0.183], [-1.699, -3.130, 0.256], [-1.680, -1.003, 1.818], [1.173, 1.711, 0.292], [-1.102, -1.683, 0.567], [0.528, -0.830, -2.199], [-0.549, -1.307, -2.009], [0.658, 0.595, -0.377], [-2.929, -0.852, -1.277], [-1.570, -0.516, -0.869], [1.686, 0.911, -2.165], [-0.189, 3.398, -0.030], [1.450, 3.696, -0.026], [0.581, 2.925, -1.377], [3.319, 2.319, 0.832], [3.013, 1.667, -0.875], [2.923, 0.611, 0.451], [-1.668, -3.717, 1.128], [-2.663, -3.040, -0.089], [-1.145, -3.579, -0.543], [-1.147, -1.611, 2.600], [-2.700, -1.166, 1.905], [-1.525, 0.101, 1.804], [0.849, 1.474, 1.325], [0.005, -1.891, 0.568]],
  "atomic_forces_ev_per_a": [[1.63, 2.58, 2.17], [3.31, -2.14, -1.12], [-0.94, 2.90, 0.13], [1.83, 2.48, 0.01], [2.99, -0.68, -0.21], [1.14, 0.39, 0.88], [-0.08, -1.29, -1.49], [3.07, -0.07, -2.51], [-2.70, -1.83, 0.73], [-0.81, -2.62, -2.53], [-0.63, -0.56, -0.28], [-0.94, 0.24, 1.61], [-0.63, -0.53, -0.03], [-4.15, 1.28, 1.90], [0.73, 1.37, -0.14], [0.56, 0.06, -0.34], [-0.82, -0.92, -0.89], [0.19, 0.39, 0.32], [0.97, -2.33, 0.92], [0.11, -0.82, 1.18], [-2.44, 0.23, -0.58], [0.54, -0.34, -0.28], [-0.65, 1.33, 0.04], [-2.04, -0.45, 0.05], [0.38, -0.88, 0.42], [0.39, 1.13, -0.16], [-1.01, 1.08, 0.21]]
}

***

(5)
{
  "formula": "H12O6",
  "method": "ωB97M-V/def2-TZVPD",
  "smiles": "O.O.O.O.O.O",
  "de_lowest_ev": 2.533,
  "total_charge": 0,
  "e_lumo_ev": -0.04,
  "orbital_gap_ha": 0.401,
  "e_homo_ev": -10.944,
  "energy_ev": -12478.5808,
  "elements": ["H", "H", "H", "H", "H", "H", "H", "H", "H", "H", "H", "H", "O", "O", "O", "O", "O", "O"],
  "xyz": [[-0.592, 0.331, 0.510], [0.577, 0.033, -0.534], [0.097, -1.758, -0.295], [1.118, -2.034, -1.438], [-2.530, 0.586, -0.891], [-3.275, -0.422, -1.623], [4.761, -2.452, 0.324], [4.641, -0.925, 0.447], [-5.908, -0.110, 2.095], [-4.460, 0.135, 1.727], [2.769, 2.352, 0.060], [3.237, 3.509, 0.733], [-0.029, 0.722, -0.266], [0.196, -1.800, -1.212], [-2.791, 0.402, -1.774], [4.427, -1.799, 0.924], [-5.354, 0.065, 1.354], [3.118, 3.166, -0.141]],
  "atomic_forces_ev_per_a": [[1.86, 1.05, -2.23], [-0.14, -0.33, -0.28], [0.07, -0.35, 2.21], [-0.73, -0.01, 0.50], [0.77, 0.77, 1.06], [-0.07, 0.12, -0.53], [0.30, -0.65, -0.44], [-0.48, -1.97, 1.19], [-0.70, -0.21, 0.87], [-0.49, 0.00, -0.18], [-1.54, -3.22, 0.20], [0.31, 0.84, 0.71], [-1.80, -0.03, 2.76], [0.88, -0.35, -2.78], [-0.77, -0.86, -0.70], [0.16, 2.64, -0.78], [1.20, 0.20, -0.66], [1.19, 2.38, -0.91]]
}

***

(6)
{
  "formula": "C5H10NO",
  "method": "ωB97M-V/def2-TZVPD",
  "spin_multiplicity": 2,
  "de_lowest_ev": 3.878,
  "total_charge": 0,
  "e_lumo_ev": [0.73, 0.67],
  "orbital_gap_ha": [0.175, 0.393],
  "e_homo_ev": [-4.017, -10.026],
  "energy_ev": -8878.4398,
  "elements": ["O", "C", "C", "C", "C", "C", "N", "H", "H", "H", "H", "H", "H", "H", "H", "H", "H"],
  "xyz": [[-0.932, -3.517, -1.523], [-0.443, -2.375, -1.485], [0.583, -1.791, -0.541], [-0.024, -0.908, 0.440], [0.522, 0.554, 0.379], [-0.370, 1.513, 0.657], [-0.105, 3.048, 0.783], [-0.725, -1.820, -2.327], [1.219, -2.587, 0.055], [1.541, -1.603, -1.131], [-1.042, -0.925, 0.215], [0.135, -1.249, 1.485], [1.523, 0.628, -0.057], [-1.472, 1.248, 0.933], [-1.029, 3.259, 0.217], [0.725, 3.285, 0.137], [-0.106, 3.240, 1.764]],
  "atomic_forces_ev_per_a": [[1.32, 2.22, 1.12], [-0.09, -4.14, 0.04], [3.98, -4.50, -0.40], [1.81, 2.86, 1.73], [-1.50, -0.54, -0.20], [-0.61, 0.02, 0.41], [-0.88, -3.40, -3.87], [-0.45, 1.96, -1.18], [-2.07, 0.42, -0.94], [-1.55, 1.39, 0.15], [-1.95, 0.42, 0.23], [-0.24, -0.06, -0.71], [-0.34, 0.47, 0.48], [2.40, 0.69, -0.41], [0.51, 1.06, 0.55], [-0.71, 0.04, 1.32], [0.39, 1.08, 1.70]]
}

***

(7)
{
  "formula": "C4H14O3",
  "method": "ωB97M-V/def2-TZVPD",
  "smiles": "C/C=C/C.O.O.O",
  "de_lowest_ev": 2.022,
  "total_charge": 0,
  "e_lumo_ev": 0.60,
  "orbital_gap_ha": 0.345,
  "e_homo_ev": -8.778,
  "energy_ev": -10515.9070,
  "elements": ["C", "C", "C", "C", "H", "H", "H", "H", "H", "H", "H", "H", "H", "H", "O", "H", "H", "O", "H", "H", "O"],
  "xyz": [[-0.556, -1.888, -0.083], [-0.339, -0.945, -1.056], [1.025, -0.534, -1.525], [-1.882, -1.843, 0.644], [0.304, -2.520, 0.249], [-1.261, -0.679, -1.651], [0.938, -0.538, -2.625], [1.797, -1.440, -1.363], [1.275, 0.366, -1.003], [-2.250, -0.846, 0.786], [-2.577, -2.348, 0.095], [-1.677, -2.183, 1.697], [2.293, 2.025, -0.664], [0.831, 2.636, -0.523], [1.663, 2.452, -0.045], [-1.976, 2.576, 0.233], [-1.026, 1.363, 0.179], [-1.251, 2.161, -0.244], [1.671, 1.066, 1.544], [1.295, 0.723, 3.094], [1.703, 0.396, 2.260]],
  "atomic_forces_ev_per_a": [[0.88, 2.31, -1.10], [-0.85, -2.50, 0.77], [0.31, -3.77, -1.21], [2.70, 0.11, 2.17], [-0.83, 0.78, 0.18], [1.04, 0.72, 1.02], [0.55, 1.04, 0.32], [-1.50, 2.24, 0.23], [0.60, 0.39, -0.29], [0.01, 0.71, -0.25], [-2.25, -1.90, -0.82], [-0.74, -0.30, -1.07], [-0.72, 0.61, 0.40], [0.42, -0.21, 0.21], [0.34, -0.32, -0.41], [0.12, -0.19, 0.08], [0.28, -1.68, 0.99], [-0.32, 1.82, -1.13], [-0.24, 0.00, 0.85], [0.47, 0.06, -1.34], [-0.27, 0.08, 0.39]]
}

***

(8)
{
  "formula": "C2H2N3OS",
  "method": "ωB97M-V/def2-TZVPD",
  "de_lowest_ev": 1.677,
  "total_charge": -1,
  "e_lumo_ev": 3.07,
  "orbital_gap_ha": 0.189,
  "e_homo_ev": -2.081,
  "energy_ev": -19458.9192,
  "elements": ["C", "C", "N", "N", "N", "O", "S", "H", "H"],
  "xyz": [[-1.071, -2.065, -0.109], [-2.604, 0.826, -0.138], [-1.756, -2.812, -0.695], [0.566, -0.414, 0.188], [-0.405, -1.322, 0.677], [-1.593, 1.339, -0.440], [-4.056, 0.357, 0.148], [0.390, 0.481, 0.651], [0.457, -0.261, -0.818]],
  "atomic_forces_ev_per_a": [[0.34, 0.35, 0.01], [1.91, 1.34, -0.84], [-0.73, -0.80, -0.93], [0.81, 0.29, -0.51], [-0.26, 0.40, 1.57], [-1.63, -0.87, 0.57], [-0.32, -0.45, 0.25], [-0.02, -0.36, -0.37], [-0.10, 0.11, 0.24]]
}